# 1
The following is a quantum chemistry calculation of a 2-piece molecular cluster, C27H21F2 overall at a distorted geometry, from OMol25.

Summary:
Net charge ... +1
LUMO ... -5.92 eV
ΔE to the lowest compared entry with this formula, charge and spin ... 33.8 kJ/mol
HOMO-LUMO gap ... 0.202 Ha

Each line ends with the natural charge from an NBO analysis.
CARTESIAN COORDINATES (ANGSTROEM)
1 F 0.116 -3.896 -0.998  -0.3292
2 C -0.296 -3.331 0.188  0.3972
3 C -0.212 -4.097 1.349  -0.2899
4 C -0.726 -3.509 2.516  -0.1825
5 C -1.241 -2.209 2.508  -0.2386
6 C -1.246 -1.434 1.317  -0.0063
7 C -2.053 -0.135 1.376  -0.4486
8 C -2.022 1.066 0.419  0.0076
9 C -2.497 2.299 0.942  -0.2373
10 C -2.660 3.423 0.125  -0.1848
11 C -2.334 3.390 -1.246  -0.2888
12 C -1.941 2.142 -1.740  0.4163
13 F -1.651 2.040 -3.085  -0.3297
14 C -1.821 0.979 -0.968  -0.3061
15 C -0.783 -2.019 0.133  -0.2610
16 H 0.186 -5.117 1.309  0.2471
17 H -0.721 -4.120 3.424  0.2274
18 H -1.735 -1.863 3.430  0.2215
19 H -1.985 0.264 2.407  0.2380
20 H -2.844 2.389 1.987  0.2224
21 H -3.027 4.378 0.525  0.2287
22 H -2.421 4.248 -1.914  0.2480
23 H -1.654 0.012 -1.455  0.2236
24 H -0.897 -1.522 -0.834  0.2183
25 C -5.493 -1.740 -0.682  0.1447
26 C -5.766 -2.921 0.062  -0.1832
27 C -7.125 -3.269 0.254  0.1198
28 C -8.134 -2.375 -0.393  -0.4978
29 H -9.140 -2.528 -0.011  0.2559
30 C -7.773 -0.928 -0.518  0.1197
31 C -6.397 -0.642 -0.690  -0.1830
32 C -5.959 0.716 -0.657  -0.0516
33 C -6.911 1.720 -0.507  -0.2431
34 C -8.296 1.423 -0.555  -0.0870
35 C -8.719 0.094 -0.557  -0.2245
36 C -7.470 -4.433 0.937  -0.2240
37 C -6.483 -5.150 1.614  -0.0873
38 C -5.144 -4.686 1.603  -0.2431
39 C -4.755 -3.638 0.773  -0.0518
40 H -3.078 -0.467 1.370  0.2119
41 H -4.474 -1.483 -0.758  0.2238
42 H -8.146 -2.717 -1.422  0.2829
43 H -4.874 0.919 -0.583  0.2347
44 H -6.585 2.753 -0.370  0.2447
45 H -9.037 2.223 -0.572  0.2434
46 H -9.789 -0.154 -0.584  0.2396
47 H -8.514 -4.774 0.941  0.2396
48 H -6.755 -6.055 2.159  0.2435
49 H -4.400 -5.169 2.241  0.2447
50 H -3.723 -3.239 0.775  0.2339

***

# 2
The following is a quantum chemistry calculation of C27H22BN4O2Pd as an isolated structure, from OMol25.

Summary:
Net charge ... -1
LUMO ... 1.61 eV
ΔE to the lowest compared entry with this formula, charge and spin ... 0.0 kJ/mol
HOMO-LUMO gap ... 0.242 Ha

Each line ends with the natural charge from an NBO analysis.
CARTESIAN COORDINATES (ANGSTROEM)
1 Pd 2.039 -0.842 -0.582  0.4056
2 N -0.922 -8.053 6.336  -0.3345
3 C -0.597 -7.268 5.562  0.2779
4 C -0.188 -6.281 4.588  -0.1290
5 C 0.963 -6.490 3.835  -0.1891
6 C 1.351 -5.541 2.904  -0.1886
7 C 0.607 -4.378 2.722  -0.0241
8 C -0.542 -4.180 3.485  -0.1998
9 C -0.945 -5.126 4.413  -0.1765
10 C 1.036 -3.356 1.713  0.1800
11 C 1.166 -2.039 2.192  -0.0174
12 C 1.206 -1.656 3.562  -0.2339
13 C 1.449 -0.302 3.600  -0.3449
14 C 1.541 0.106 2.251  0.0147
15 N 1.375 -0.908 1.411  -0.5071
16 C 1.258 -3.826 0.430  -0.0116
17 C 0.884 -5.104 -0.117  -0.2280
18 C 1.203 -5.072 -1.444  -0.3287
19 C 1.772 -3.779 -1.682  0.0354
20 N 1.799 -3.052 -0.591  -0.5126
21 H 1.548 -7.388 3.981  0.2237
22 H 2.253 -5.684 2.324  0.2352
23 H -1.130 -3.286 3.329  0.2372
24 H -1.842 -4.975 4.997  0.2221
25 H 1.108 -2.320 4.406  0.2115
26 H 1.545 0.328 4.470  0.2110
27 H 1.703 1.104 1.871  0.2034
28 H 0.398 -5.906 0.416  0.2123
29 H 1.057 -5.851 -2.176  0.2112
30 H 2.148 -3.377 -2.613  0.2190
31 N 3.267 -0.482 -3.421  -0.5419
32 C 2.787 -0.605 -2.374  0.0006
33 C -3.572 4.554 -2.815  -0.6084
34 C -2.288 5.383 -2.773  -0.0582
35 C -2.047 5.963 -4.173  -0.5983
36 C -2.498 6.534 -1.780  -0.5984
37 C -1.077 4.548 -2.346  -0.0274
38 C 0.171 5.166 -2.237  -0.2309
39 C 1.318 4.477 -1.843  -0.2460
40 C 1.178 3.140 -1.559  0.2209
41 O 2.121 2.241 -1.156  -0.6737
42 B 1.466 0.998 -1.027  0.8675
43 O 0.087 1.194 -1.339  -0.6876
44 C -0.048 2.509 -1.667  0.2983
45 C -1.186 3.183 -2.054  -0.2803
46 H -4.409 5.194 -3.103  0.2023
47 H -3.802 4.119 -1.841  0.2108
48 H -3.505 3.744 -3.543  0.2112
49 H -2.904 6.565 -4.489  0.1957
50 H -1.900 5.164 -4.901  0.2132
51 H -1.161 6.599 -4.193  0.2063
52 H -3.395 7.103 -2.043  0.1962
53 H -1.651 7.221 -1.779  0.2054
54 H -2.618 6.151 -0.765  0.2122
55 H 0.264 6.220 -2.470  0.1979
56 H 2.279 4.969 -1.771  0.2189
57 H -2.120 2.646 -2.133  0.2190

***

# 3
The following is a quantum chemistry calculation of C27H22BrMoO7P as an isolated structure, from OMol25.

Summary:
Multiplicity ... 3
LUMO (alpha / beta) ... -1.37 / -0.89 eV
ΔE to the lowest compared entry with this formula, charge and spin ... 0.0 kJ/mol
HOMO-LUMO gap (alpha / beta) ... 0.270 / 0.312 Ha

Each line ends with the natural charge from an NBO analysis.
CARTESIAN COORDINATES (ANGSTROEM)
1 Mo 1.635 -0.750 -1.280  1.3116
2 O 3.787 -0.268 2.231  -0.5775
3 C 3.134 -0.866 1.415  0.8148
4 O 2.820 -0.368 0.229  -0.7008
5 C 2.467 -2.196 1.713  -0.3468
6 C 0.958 -1.927 1.713  0.0949
7 C 0.169 -3.090 2.300  -0.4303
8 C 0.273 -4.154 1.181  -0.4229
9 C 1.129 -3.443 0.146  0.0857
10 O 0.656 -2.047 0.281  -0.5622
11 C 2.582 -3.300 0.610  -0.3600
12 C 3.514 -2.934 -0.558  0.7970
13 O 4.673 -3.268 -0.538  -0.5811
14 O 2.922 -2.300 -1.540  -0.7331
15 H 2.821 -2.529 2.685  0.2504
16 H 0.663 -0.943 2.060  0.2417
17 H -0.864 -2.794 2.474  0.2247
18 H 0.599 -3.412 3.247  0.2233
19 H -0.703 -4.390 0.761  0.2375
20 H 0.746 -5.078 1.510  0.2216
21 H 0.988 -3.753 -0.883  0.2605
22 H 2.967 -4.224 1.037  0.2502
23 O -1.359 -3.051 -1.675  -0.5696
24 C -1.028 -1.914 -1.891  0.8067
25 O 0.212 -1.600 -2.277  -0.6901
26 C -2.033 -0.792 -1.803  -0.1301
27 C -3.333 -1.134 -2.173  -0.1684
28 C -4.353 -0.202 -2.140  -0.1870
29 C -4.089 1.092 -1.710  -0.2156
30 C -2.807 1.438 -1.323  -0.1315
31 C -1.763 0.511 -1.366  -0.3491
32 P -0.127 1.060 -0.770  1.0283
33 C -0.051 2.768 -1.396  -0.3678
34 C -0.014 3.876 -0.556  -0.1945
35 C 0.006 5.157 -1.094  -0.2089
36 C -0.015 5.334 -2.468  -0.1876
37 C -0.059 4.230 -3.310  -0.2248
38 C -0.073 2.953 -2.778  -0.1156
39 C -0.288 1.217 1.030  -0.3871
40 C -1.445 0.881 1.725  -0.1458
41 C -1.444 0.892 3.115  -0.2286
42 C -0.294 1.236 3.811  -0.1958
43 C 0.865 1.571 3.120  -0.2049
44 C 0.870 1.557 1.735  -0.2047
45 H -3.516 -2.151 -2.492  0.2420
46 H -5.351 -0.483 -2.447  0.2232
47 H -4.880 1.830 -1.674  0.2221
48 H -2.606 2.447 -0.985  0.2179
49 H -0.007 3.747 0.517  0.2256
50 H 0.038 6.015 -0.436  0.2201
51 H 0.002 6.333 -2.884  0.2193
52 H -0.075 4.366 -4.383  0.2217
53 H -0.103 2.096 -3.439  0.2207
54 H -2.342 0.596 1.192  0.2193
55 H -2.345 0.624 3.652  0.2213
56 H -0.298 1.233 4.893  0.2228
57 H 1.773 1.814 3.654  0.2374
58 H 1.790 1.771 1.202  0.2466
59 Br 2.603 0.714 -2.975  -0.1864

***

# 4
The following is a quantum chemistry calculation of C27H22BrN6O5Ru as an isolated structure at a distorted geometry, from OMol25.

Summary:
Multiplicity ... 5
Net charge ... +3
LUMO (alpha / beta) ... -7.98 / -10.51 eV
ΔE to the lowest compared entry with this formula, charge and spin ... 0.0 kJ/mol
HOMO-LUMO gap (alpha / beta) ... 0.293 / 0.200 Ha

Each line ends with the natural charge from an NBO analysis.
CARTESIAN COORDINATES (ANGSTROEM)
1 Ru -18.956 -0.271 5.602  1.1061
2 N -18.822 0.305 9.656  -0.4609
3 C -20.158 -0.061 9.728  -0.0520
4 C -20.555 -0.256 8.433  -0.0455
5 N -19.486 -0.002 7.599  -0.4329
6 C -18.450 0.331 8.372  0.2984
7 C -17.180 0.486 7.721  0.3303
8 N -17.112 0.172 6.427  -0.4986
9 C -15.812 0.434 6.009  -0.0668
10 C -15.112 0.929 7.066  -0.0334
11 N -15.995 0.939 8.137  -0.4624
12 H -18.248 0.542 10.449  0.4468
13 H -20.705 -0.170 10.642  0.2640
14 H -21.518 -0.543 8.058  0.2570
15 H -15.479 0.307 4.992  0.2394
16 H -14.078 1.252 7.144  0.2693
17 H -15.805 1.277 9.075  0.4509
18 C -17.854 0.124 2.558  -0.2582
19 O -18.230 -0.881 3.542  -0.4940
20 C -18.105 -2.193 3.231  0.2965
21 C -17.622 -2.657 2.043  -0.3005
22 C -17.542 -4.054 1.879  -0.0410
23 Br -16.894 -4.681 0.293  0.3024
24 C -17.933 -4.984 2.892  -0.1558
25 C -18.413 -4.528 4.094  -0.1330
26 C -18.487 -3.101 4.293  0.4808
27 O -18.926 -2.625 5.390  -0.6475
28 C -18.837 -5.432 5.175  0.4295
29 N -19.295 -5.054 6.358  -0.4512
30 C -19.604 -6.168 7.140  0.0972
31 C -20.102 -6.312 8.429  -0.2120
32 C -20.234 -7.604 8.893  -0.1668
33 C -19.911 -8.711 8.099  -0.1598
34 C -19.428 -8.576 6.802  -0.2160
35 C -19.277 -7.276 6.351  0.1717
36 N -18.832 -6.769 5.138  -0.4708
37 H -18.395 -0.013 1.622  0.2141
38 H -16.781 0.070 2.374  0.2125
39 H -18.132 1.088 2.995  0.2294
40 H -17.291 -1.995 1.249  0.2688
41 H -17.856 -6.034 2.685  0.2436
42 H -19.396 -4.063 6.558  0.4715
43 H -20.326 -5.431 9.048  0.2408
44 H -20.659 -7.729 9.896  0.2536
45 H -20.089 -9.705 8.514  0.2565
46 H -19.199 -9.423 6.159  0.2505
47 H -18.531 -7.328 4.354  0.4469
48 O -23.882 2.611 5.725  -0.5135
49 C -23.507 2.692 4.500  0.5379
50 C -24.283 3.469 3.588  -0.1782
51 C -23.875 3.581 2.290  -0.1888
52 C -22.716 2.905 1.857  -0.0320
53 C -21.941 2.097 2.749  -0.1297
54 C -22.317 1.983 4.061  -0.2067
55 C -21.589 1.152 5.082  0.7961
56 O -21.986 1.165 6.251  -0.6598
57 O -20.616 0.462 4.655  -0.7396
58 H -23.194 2.048 6.246  0.5225
59 H -25.148 4.012 3.971  0.2709
60 H -24.430 4.194 1.588  0.2670
61 H -22.414 3.023 0.831  0.2446
62 H -21.065 1.582 2.411  0.2399

***

Question: Among the records above, which one has the highest ΔE to the lowest compared entry with this formula, charge and spin?
Answer: C27H21F2

***

Question: ΔE to the lowest compared entry with this formula, charge and spin of number 2 (C27H22BN4O2Pd)?
Answer: 0.0 kJ/mol

***

Question: Number 3 is which compound?
Answer: C27H22BrMoO7P

***

Question: What is the ΔE to the lowest compared entry with this formula, charge and spin in the second record?
Answer: 0.0 kJ/mol